(1)
{"formula": "C26H55BrFN7O10", "method": "ωB97M-V/def2-TZVPD", "species": ["O", "C", "O", "C", "C", "Br", "C", "C", "F", "O", "H", "H", "H", "H", "H", "H", "C", "C", "O", "N", "C", "H", "H", "H", "H", "H", "H", "H", "C", "C", "O", "N", "C", "H", "H", "H", "H", "H", "H", "H", "C", "C", "O", "N", "C", "H", "H", "H", "H", "H", "H", "H", "C", "C", "O", "N", "C", "H", "H", "H", "H", "H", "H", "H", "C", "C", "O", "N", "C", "H", "H", "H", "H", "H", "H", "H", "C", "C", "O", "N", "C", "H", "H", "H", "H", "H", "H", "H", "C", "C", "O", "N", "C", "H", "H", "H", "H", "H", "H", "H"], "xyz": [[0.94752, -3.82244, -4.43724], [-0.15834, -4.13843, -4.07073], [-0.43408, -4.99423, -3.04772], [-1.73145, -5.50287, -3.40090], [-2.40066, -4.22058, -3.84881], [-2.66256, -2.93068, -2.41850], [-3.67213, -4.50626, -4.62899], [-4.89905, -4.67009, -3.77649], [-4.80237, -5.80843, -2.99742], [-1.32875, -3.70909, -4.63569], [-1.57363, -6.03548, -4.33085], [-2.23131, -6.07253, -2.64047], [-3.87564, -3.70011, -5.32612], [-3.51293, -5.42136, -5.18946], [-5.08162, -3.81160, -3.14741], [-5.76109, -4.79150, -4.42489], [-0.88895, -0.20122, 1.30041], [-2.20633, -0.73585, 0.79486], [-2.66433, -0.42898, -0.29951], [-2.87674, -1.58750, 1.60961], [-2.46887, -2.05023, 2.91874], [-0.46763, 0.45717, 0.54719], [-1.02851, 0.36088, 2.22068], [-0.18885, -1.01071, 1.48890], [-3.75290, -1.93612, 1.23629], [-2.37376, -3.13789, 2.91947], [-3.21387, -1.77367, 3.66961], [-1.51394, -1.61626, 3.19985], [0.88907, 0.48577, 5.66065], [1.60531, 0.68001, 4.34414], [1.31959, 0.02495, 3.35071], [2.57575, 1.62093, 4.29882], [3.03970, 2.50737, 5.35948], [0.14399, -0.29329, 5.53382], [1.58809, 0.18157, 6.43983], [0.39135, 1.40573, 5.96896], [3.01232, 1.69751, 3.39440], [2.89001, 3.54478, 5.05567], [4.10212, 2.33279, 5.54278], [2.49084, 2.33056, 6.27739], [1.02580, 5.53378, 2.94779], [0.96884, 5.76420, 4.43760], [1.89574, 5.46041, 5.17641], [-0.15988, 6.32107, 4.94152], [-1.35175, 6.74019, 4.22616], [1.98092, 5.08092, 2.70281], [0.22927, 4.85945, 2.63124], [0.93896, 6.47659, 2.40676], [-0.13412, 6.44793, 5.94026], [-1.52287, 7.80731, 4.37438], [-2.22239, 6.19577, 4.59472], [-1.24751, 6.54992, 3.16436], [-3.40156, -8.33546, -7.51794], [-2.25420, -8.07403, -6.57104], [-2.36322, -8.22946, -5.36472], [-1.08168, -7.64996, -7.10970], [-0.76774, -7.40228, -8.50540], [-4.25633, -8.66268, -6.93550], [-3.66970, -7.42854, -8.06113], [-3.14277, -9.11616, -8.23354], [-0.35598, -7.49913, -6.42688], [0.05421, -8.04429, -8.82515], [-0.46774, -6.36276, -8.64397], [-1.62900, -7.60234, -9.13248], [3.50306, 5.58298, -1.80965], [3.61352, 6.29991, -0.48341], [3.37000, 7.49253, -0.37367], [3.99453, 5.56493, 0.58890], [4.31989, 4.14974, 0.64765], [3.19081, 6.30083, -2.56084], [4.46500, 5.16047, -2.10220], [2.76467, 4.78247, -1.75735], [4.05611, 6.10100, 1.43958], [3.64345, 3.64458, 1.34297], [5.34305, 4.03568, 1.00307], [4.22229, 3.69069, -0.33011], [8.24891, 4.42494, -1.01781], [8.17579, 5.19368, 0.28053], [7.33201, 4.94991, 1.12879], [9.08663, 6.17895, 0.47633], [10.15133, 6.61056, -0.41033], [7.45968, 3.68015, -1.02031], [8.10851, 5.09093, -1.86978], [9.20951, 3.91866, -1.11478], [8.98052, 6.65302, 1.35866], [11.11897, 6.49738, 0.08083], [10.01840, 7.66083, -0.67368], [10.15358, 6.02241, -1.32077], [-6.55046, -1.95994, 3.21031], [-6.43326, -3.00912, 2.13048], [-5.44476, -3.10043, 1.41894], [-7.47518, -3.86074, 1.96721], [-8.72314, -3.90869, 2.70589], [-5.64550, -1.36126, 3.20705], [-7.40261, -1.30645, 3.02254], [-6.66426, -2.42426, 4.19036], [-7.33109, -4.53314, 1.23084], [-8.83546, -4.87899, 3.19192], [-9.56631, -3.76195, 2.02930], [-8.74889, -3.13535, 3.46493]], "forces_ev_per_angstrom": [[-1.804, -0.309, 0.493], [1.540, 0.297, 0.033], [0.344, -0.139, -0.545], [0.130, 1.002, -0.014], [-0.149, -0.505, 0.154], [-0.109, 0.104, 0.247], [0.264, 0.524, 0.023], [-0.298, -0.039, -0.458], [0.092, -0.175, 0.314], [0.221, 0.144, -0.397], [-0.388, -0.846, 0.055], [0.156, -0.119, 0.418], [0.079, 0.216, -0.170], [0.021, -0.183, -0.258], [0.074, 0.135, 0.330], [-0.185, -0.128, -0.157], [-0.173, 0.064, -0.296], [-0.014, -0.039, -0.013], [0.035, -0.012, -0.029], [-0.001, 0.138, -0.074], [-0.187, -0.080, -0.201], [-0.042, -0.002, -0.053], [0.109, -0.049, 0.105], [0.076, 0.030, 0.142], [0.031, -0.101, 0.123], [0.042, 0.002, 0.075], [0.057, -0.007, 0.067], [0.009, -0.006, 0.008], [-0.035, -0.050, -0.028], [-0.009, -0.013, -0.117], [0.004, -0.029, 0.161], [-0.027, -0.001, 0.179], [0.144, 0.001, -0.478], [0.005, -0.023, -0.056], [-0.014, 0.067, 0.054], [0.047, 0.009, 0.071], [0.033, 0.020, -0.030], [0.056, -0.082, 0.233], [-0.037, 0.016, 0.109], [-0.036, -0.019, 0.011], [0.031, -0.011, 0.012], [0.095, -0.047, 0.041], [-0.088, 0.111, -0.059], [-0.067, -0.003, -0.118], [0.098, 0.010, 0.307], [0.035, -0.007, 0.048], [-0.034, 0.061, -0.068], [-0.056, -0.036, -0.070], [-0.007, 0.020, 0.034], [-0.038, 0.010, -0.084], [-0.040, 0.001, -0.080], [0.017, -0.009, -0.029], [-0.025, -0.013, 0.048], [0.062, -0.005, 0.020], [-0.055, 0.077, 0.013], [-0.099, 0.020, -0.095], [0.165, 0.029, 0.264], [0.013, -0.005, 0.064], [0.015, -0.033, -0.076], [-0.012, 0.048, -0.068], [0.053, -0.007, 0.000], [-0.032, -0.004, -0.082], [-0.030, 0.000, -0.077], [-0.034, -0.011, -0.006], [-0.010, 0.055, -0.024], [-0.020, 0.061, 0.035], [-0.019, -0.007, -0.030], [-0.119, -0.106, -0.119], [0.017, 0.243, 0.351], [-0.008, 0.057, 0.023], [-0.029, -0.083, -0.001], [0.055, -0.063, -0.023], [0.112, 0.004, 0.037], [-0.036, -0.095, -0.111], [-0.026, -0.121, -0.092], [-0.032, -0.001, -0.021], [-0.046, -0.013, 0.022], [-0.041, 0.023, 0.023], [0.082, -0.013, 0.020], [0.070, -0.042, -0.117], [-0.109, 0.094, 0.289], [-0.029, -0.003, 0.050], [0.070, -0.017, -0.033], [0.019, 0.031, -0.071], [-0.001, 0.033, 0.024], [0.042, -0.016, -0.079], [0.037, -0.012, -0.082], [-0.011, -0.024, -0.022], [0.047, 0.006, -0.025], [-0.008, 0.007, -0.032], [0.039, 0.009, 0.014], [-0.061, 0.055, 0.105], [0.129, -0.168, -0.240], [0.043, -0.002, -0.049], [-0.035, -0.013, 0.068], [-0.067, 0.034, 0.015], [-0.003, -0.028, -0.025], [-0.047, 0.036, 0.068], [-0.049, 0.040, 0.065], [0.012, 0.028, 0.019]], "smiles": "O=C1OC[C@](Br)(CCF)O1.CNC(C)=O.CNC(C)=O.CNC(C)=O.CNC(C)=O.CNC(C)=O.CNC(C)=O.CNC(C)=O", "homo_lumo_gap_ha": 0.3390, "relative_energy_kj_mol": 0.00, "e_homo_ha": -0.3140, "charge": 0}

***

(2)
{"formula": "C26H55ClInNO6P", "method": "ωB97M-V/def2-TZVPD", "species": ["C", "C", "C", "C", "In", "C", "C", "C", "N", "C", "C", "O", "Cl", "P", "C", "O", "H", "H", "H", "H", "H", "H", "H", "H", "H", "H", "H", "H", "H", "H", "H", "H", "H", "H", "H", "H", "H", "H", "H", "C", "C", "C", "O", "C", "H", "H", "H", "H", "H", "H", "H", "H", "C", "C", "C", "O", "C", "H", "H", "H", "H", "H", "H", "H", "H", "C", "C", "C", "O", "C", "H", "H", "H", "H", "H", "H", "H", "H", "C", "C", "C", "O", "C", "H", "H", "H", "H", "H", "H", "H", "H"], "xyz": [[2.38581, -4.01478, 4.95856], [1.03203, -4.06517, 4.21240], [1.19447, -3.57029, 2.74900], [1.18049, -4.72170, 1.71657], [-0.21606, -1.90042, 2.22304], [0.16708, -1.25504, 0.11335], [1.50968, -0.53613, -0.10890], [2.69001, -1.49026, -0.28021], [3.91035, -0.85529, 0.23936], [-2.38463, -2.54686, 2.42961], [-2.76712, -3.62094, 1.48315], [-2.04009, -4.30240, 0.85685], [-4.59070, -3.88761, 1.32442], [0.09833, -0.08964, 3.99555], [1.07359, 1.34982, 3.34349], [-1.47043, 0.60236, 4.19473], [3.04288, -4.81479, 4.61869], [2.85111, -3.03848, 4.83085], [2.19939, -4.12775, 6.03316], [0.34752, -3.42920, 4.77665], [0.69171, -5.10348, 4.20813], [2.18886, -3.11124, 2.68760], [0.46133, -5.47400, 2.03961], [2.17126, -5.17796, 1.59819], [0.90010, -4.35760, 0.72618], [0.10860, -2.15061, -0.51795], [-0.64823, -0.60315, -0.21635], [1.73211, 0.09041, 0.76094], [1.45294, 0.13357, -0.97407], [2.49010, -2.46851, 0.17428], [2.87720, -1.68813, -1.34054], [3.79627, -0.57870, 1.20473], [4.71398, -1.45881, 0.13579], [-2.54559, -2.85727, 3.46496], [-2.99892, -1.65490, 2.29222], [2.02319, 1.00055, 2.94488], [0.48058, 1.89066, 2.60205], [1.28295, 2.02159, 4.17789], [-1.96255, -0.00924, 4.74877], [-3.35813, 4.53470, 2.00034], [-2.67378, 3.24024, 2.43736], [-3.07178, 2.28548, 1.32261], [-3.21336, 3.07736, 0.13860], [-3.19804, 4.46005, 0.48874], [-2.91085, 5.43072, 2.43030], [-4.41737, 4.51810, 2.27201], [-1.59017, 3.37846, 2.44063], [-2.97136, 2.88720, 3.42202], [-4.03296, 1.80233, 1.53040], [-2.32447, 1.51250, 1.14945], [-2.23337, 4.87263, 0.17546], [-3.99144, 4.98093, -0.05013], [-3.50736, -5.22138, -3.64751], [-3.38643, -4.79643, -2.18824], [-3.28403, -6.13669, -1.48212], [-2.63650, -7.03346, -2.40180], [-2.58755, -6.43300, -3.69551], [-3.22203, -4.44499, -4.35726], [-4.53611, -5.52203, -3.86504], [-2.46778, -4.22412, -2.03909], [-4.22168, -4.19546, -1.83339], [-4.27619, -6.54196, -1.25142], [-2.70918, -6.08089, -0.56300], [-1.55202, -6.13504, -3.89740], [-2.88995, -7.16562, -4.44719], [0.40088, 5.16380, -3.31476], [0.75046, 6.64564, -3.28576], [-0.59757, 7.27483, -2.95214], [-1.30319, 6.32572, -2.14723], [-0.61776, 5.06539, -2.19987], [1.24967, 4.50134, -3.15727], [-0.06102, 4.90940, -4.27379], [1.46430, 6.84422, -2.48208], [1.17607, 7.01680, -4.21808], [-1.18457, 7.46286, -3.85889], [-0.50166, 8.21266, -2.40156], [-0.12037, 4.90155, -1.23803], [-1.33597, 4.26033, -2.35619], [4.63328, 1.91788, -3.14792], [4.64485, 1.82844, -1.62651], [3.80265, 3.03310, -1.24000], [2.85219, 3.22526, -2.29674], [3.22177, 2.41635, -3.41846], [4.85003, 0.97320, -3.64526], [5.36432, 2.65802, -3.48602], [4.15492, 0.90866, -1.29835], [5.64323, 1.85350, -1.19156], [4.41292, 3.94046, -1.16089], [3.27101, 2.88818, -0.29923], [2.51383, 1.58378, -3.48800], [3.15001, 3.01039, -4.33186]], "forces_ev_per_angstrom": [[-0.855, -0.113, 0.378], [1.134, 0.427, -0.417], [-0.256, 0.028, 0.001], [0.128, 0.583, 0.246], [0.249, -0.347, -0.704], [-0.059, -0.050, 0.052], [-0.306, -0.347, 0.168], [0.278, 0.114, -0.037], [-0.045, 0.041, -0.340], [0.192, 0.563, 0.068], [0.635, 0.878, 0.887], [-0.159, -0.617, -0.484], [-0.113, -0.085, -0.142], [0.160, -0.463, 0.701], [-0.966, 0.079, 0.374], [0.378, 0.235, -0.415], [0.186, 0.108, -0.030], [0.122, -0.009, -0.133], [0.244, -0.171, -0.011], [-0.246, -0.204, 0.009], [-0.332, 0.079, 0.147], [-0.044, 0.128, -0.018], [-0.036, -0.136, -0.268], [-0.065, -0.225, 0.156], [-0.142, -0.153, -0.041], [0.014, 0.054, -0.067], [-0.037, -0.031, 0.058], [-0.010, 0.139, -0.055], [0.144, 0.075, 0.016], [-0.158, 0.123, 0.188], [-0.141, -0.010, -0.043], [0.060, -0.212, 0.106], [0.038, -0.046, 0.244], [-0.111, -0.289, -0.086], [-0.254, -0.184, -0.069], [-0.046, -0.088, -0.180], [0.314, 0.019, -0.225], [0.029, 0.077, -0.051], [0.033, 0.047, 0.100], [-0.070, -0.130, 0.022], [0.019, 0.127, 0.005], [-0.052, -0.126, 0.031], [-0.100, 0.045, 0.061], [0.207, 0.099, -0.104], [0.014, 0.005, -0.036], [0.016, -0.013, -0.002], [-0.009, -0.036, 0.038], [0.038, -0.046, -0.013], [0.035, -0.032, 0.071], [0.006, -0.057, -0.030], [-0.067, 0.176, 0.022], [0.026, -0.043, -0.071], [-0.146, -0.019, -0.034], [0.152, 0.096, -0.041], [-0.139, -0.188, 0.036], [-0.085, 0.098, -0.108], [0.148, -0.011, 0.095], [0.020, -0.007, 0.008], [0.016, 0.000, -0.021], [-0.021, -0.004, 0.047], [0.005, -0.025, 0.026], [-0.015, 0.060, 0.013], [0.049, -0.047, -0.012], [-0.020, 0.032, -0.085], [0.020, -0.047, 0.036], [0.020, -0.072, -0.339], [0.054, 0.059, 0.122], [-0.111, -0.064, -0.026], [0.170, 0.052, -0.156], [-0.009, -0.121, 0.258], [-0.032, 0.094, 0.061], [-0.031, 0.026, 0.019], [0.003, -0.003, -0.018], [-0.036, 0.014, -0.003], [0.054, 0.050, -0.029], [-0.060, -0.015, 0.034], [-0.006, -0.062, -0.001], [-0.100, 0.077, 0.077], [0.171, 0.196, -0.028], [-0.233, -0.185, -0.103], [0.074, 0.140, 0.031], [0.230, -0.112, -0.017], [-0.149, -0.120, 0.055], [-0.034, -0.018, 0.011], [-0.014, -0.007, -0.059], [0.112, 0.098, 0.073], [0.008, 0.015, 0.009], [0.017, 0.001, 0.045], [-0.085, 0.007, -0.029], [0.033, -0.031, -0.054], [-0.052, 0.056, 0.033]], "homo_lumo_gap_ha": 0.2346, "relative_energy_kj_mol": 0.00, "e_homo_ha": -0.1425, "charge": -1}